191
Properties=species:S:1:pos:R:3:forces:R:3:lowdin_charge:R:1 method="wB97M-V/def2-TZVPD" s_squared=6.008 e_lumo_ev="-1.2 / -1.2" orbital_gap_ev="8.024 / 8.805" multiplicity=5 charge=+1 homo_ha="-0.33949 / -0.36829"
Cr -2.5973 -0.0895 1.6724 -0.69 0.05 0.62 0.828
C 1.0105 -0.3233 0.2006 -1.26 -1.52 -0.88 0.016
C -0.1587 -0.5514 1.1452 1.63 1.37 -1.15 -0.710
O -0.6119 0.4857 1.7624 -0.24 -0.36 -0.32 -0.125
O -0.6751 -1.6530 1.1346 -1.28 -1.42 0.48 0.015
H 1.6095 0.4562 0.5232 1.28 1.57 0.42 0.040
H 0.5984 -0.1070 -0.8048 0.09 0.25 0.54 0.078
H 1.5560 -1.2418 0.0143 0.24 -0.19 0.39 0.089
C -2.7824 -3.2724 -3.7691 1.24 -0.41 0.01 0.000
C -1.2463 -3.2058 -4.0803 -0.50 -2.47 -0.75 -0.489
C -0.7841 -4.6616 -4.3990 0.91 0.55 1.36 -0.143
C -1.5158 -5.2958 -5.5430 -0.46 -1.17 0.55 -0.199
C -1.3644 -4.4050 -6.7525 1.44 -0.22 0.82 -0.133
C -1.5197 -2.8788 -6.5251 -0.99 0.59 -0.97 -0.454
N -0.8094 -2.5097 -5.2783 -0.10 0.71 -0.56 -0.066
O -0.9069 -1.1077 -5.0249 -0.23 0.70 -0.94 -0.067
C -0.8579 -2.2121 -7.7552 -0.82 -0.38 0.88 -0.038
C -3.0283 -2.3933 -6.6715 0.57 -0.51 0.69 -0.022
C -0.5624 -2.6298 -2.8883 -0.59 0.22 0.17 -0.021
H -3.3493 -3.7265 -4.5354 -0.49 0.00 -1.07 0.042
H -3.1927 -2.3374 -3.5037 -0.45 1.20 0.12 0.053
H -3.0011 -3.9385 -2.9534 0.47 -0.27 0.81 0.089
H 0.3226 -4.6520 -4.5592 -0.74 0.07 0.00 0.133
H -0.9556 -5.1650 -3.4570 0.01 -0.69 0.18 0.113
H -2.5422 -5.4659 -5.2257 -0.35 0.23 -0.18 0.100
H -1.1638 -6.3559 -5.7010 0.01 1.14 -0.20 0.133
H -1.9772 -4.7030 -7.5519 -1.09 -0.30 -1.08 0.103
H -0.3417 -4.6850 -7.0791 -0.18 0.90 -0.14 0.131
H -1.2250 -1.1727 -7.8095 0.76 -0.31 -0.17 0.090
H 0.1929 -2.3681 -7.6032 0.79 0.49 -0.44 0.068
H -1.2138 -2.7774 -8.6305 0.27 0.40 0.14 0.093
H -3.3481 -1.5483 -6.0734 0.58 0.36 0.28 0.070
H -3.2736 -2.1384 -7.6890 0.17 -0.02 -0.49 0.073
H -3.6962 -3.1639 -6.3800 -0.72 -0.89 0.11 0.052
H -0.9608 -1.6501 -2.9014 0.01 1.36 0.66 0.055
H 0.4918 -2.5700 -2.9184 1.20 -0.04 -0.43 0.059
H -0.8120 -3.0639 -1.9430 -0.46 -0.65 0.43 0.092
H -0.1140 -0.6950 -5.4355 -0.24 -0.67 0.43 0.088
C 4.8087 2.5286 1.8949 0.12 0.30 -0.24 -0.091
O 4.3613 3.9045 1.7794 -0.47 -2.00 0.02 -0.201
C 3.0654 4.0107 2.4022 0.65 -0.41 0.16 -0.200
C 2.6531 5.4059 2.1457 1.05 0.71 0.75 -0.238
O 2.2829 5.5815 0.8360 -0.53 -0.23 -1.21 -0.182
C 2.2264 6.9537 0.4768 -1.22 -1.73 -0.90 -0.150
C 1.7522 6.9536 -0.9699 1.08 0.97 -1.52 -0.207
O 0.4551 6.4873 -1.2465 -0.07 0.45 2.02 -0.210
C 0.0107 6.5602 -2.5785 1.36 -1.90 1.06 -0.084
H 4.9367 2.3638 2.9766 0.87 -0.23 -0.38 0.084
H 5.6733 2.3598 1.1945 -0.46 0.42 1.31 0.098
H 4.0912 1.7346 1.6058 -0.37 0.75 -0.24 0.075
H 3.0927 3.8002 3.5014 0.15 0.11 -0.74 0.141
H 2.3833 3.3016 1.9293 -0.18 -0.13 0.04 0.115
H 3.5797 5.9992 2.3017 -0.50 0.09 0.51 0.145
H 1.8513 5.7112 2.7961 -0.34 0.28 0.65 0.128
H 3.2613 7.2994 0.4748 -0.19 0.78 0.30 0.137
H 1.4988 7.4274 1.1498 0.50 0.54 -0.08 0.141
H 2.4684 6.3346 -1.5408 0.00 -0.03 0.18 0.128
H 1.9303 7.9877 -1.3736 -0.48 -0.51 0.26 0.138
H -1.0356 6.3998 -2.5071 -0.99 -0.23 -0.36 0.069
H 0.5289 5.7306 -3.1021 -0.45 0.55 -0.44 0.109
H 0.2050 7.5052 -2.9788 0.40 1.51 -0.99 0.072
C 2.5523 0.2398 -6.3530 0.65 1.53 -0.59 -0.126
O 1.9481 -0.4031 -5.2566 0.95 -1.89 -0.08 -0.219
C 2.5230 -1.7372 -5.0321 -1.27 -1.18 0.10 -0.161
C 4.0631 -1.8332 -4.9833 -0.98 1.55 -0.60 -0.173
O 4.5663 -1.7144 -6.3253 0.75 -1.00 0.32 -0.199
C 5.7961 -2.4380 -6.5802 -0.17 0.19 -0.44 -0.137
C 6.1495 -2.2517 -8.0803 -0.69 -0.91 0.19 -0.189
O 6.8427 -3.3921 -8.5262 0.28 0.18 1.52 -0.192
C 6.5703 -3.7363 -9.8238 2.02 -1.82 -1.22 -0.147
H 3.6487 0.2764 -6.2877 -0.27 0.48 0.63 0.076
H 2.1162 1.2670 -6.3697 0.42 -0.76 -0.19 0.105
H 2.4978 -0.2273 -7.3442 -1.01 -0.37 0.19 0.093
H 2.1431 -2.4917 -5.7879 0.29 1.06 0.39 0.133
H 2.0510 -2.0919 -4.0715 0.78 0.57 -0.82 0.113
H 4.3672 -2.7966 -4.5519 -0.03 0.44 0.22 0.131
H 4.3287 -0.9068 -4.4063 0.59 -1.04 -0.05 0.126
H 5.7141 -3.5421 -6.3361 -0.06 1.21 -0.29 0.144
H 6.6317 -1.9885 -6.0204 -0.32 -0.28 0.28 0.125
H 6.7553 -1.3862 -8.2608 0.38 0.75 0.14 0.118
H 5.2699 -2.1604 -8.7181 -0.50 0.22 0.40 0.118
H 7.0399 -3.0702 -10.5554 -0.45 0.43 -0.04 0.091
H 5.5263 -3.9172 -10.0120 -0.59 0.09 -0.19 0.083
H 7.1496 -4.6898 -9.9776 -0.84 0.62 0.01 0.108
C -0.8697 -4.1889 5.6759 -2.59 -1.75 -0.28 -0.166
O 0.0886 -3.3692 5.2333 1.74 1.89 0.45 -0.177
C 0.4458 -3.5144 3.8873 0.62 -2.18 0.12 -0.175
C 1.8008 -2.8553 3.6530 -1.10 -1.05 0.29 -0.172
O 1.5943 -1.4792 3.7916 0.09 0.99 -0.61 -0.176
C 2.6789 -0.6480 3.3698 -0.37 1.74 2.06 -0.156
C 3.7521 -0.5780 4.5100 -1.07 -2.99 -0.99 -0.146
O 4.7299 -1.6110 4.1019 0.29 2.08 0.69 -0.214
C 6.0144 -1.3093 4.6613 0.47 -2.05 0.96 -0.121
H -0.7025 -5.2596 5.4820 0.21 0.07 -0.33 0.100
H -1.8791 -3.9468 5.2921 0.13 -0.05 -0.43 0.080
H -1.0392 -4.1460 6.7190 0.48 0.48 1.40 0.076
H -0.2854 -3.0862 3.2487 -0.88 0.50 -0.78 0.090
H 0.4482 -4.6534 3.7263 0.45 1.43 -0.38 0.155
H 2.1578 -3.1391 2.6561 0.16 0.16 0.08 0.140
H 2.4268 -3.2642 4.4408 0.68 0.13 -0.04 0.130
H 2.2754 0.4237 3.2653 0.22 -1.65 -0.24 0.144
H 3.1241 -1.0317 2.4602 0.13 0.12 -0.27 0.116
H 3.2410 -0.8685 5.4684 0.46 -0.04 -0.71 0.137
H 4.1359 0.3938 4.7026 0.92 0.86 -0.40 0.092
H 5.9074 -1.4420 5.7766 0.47 0.48 -0.88 0.098
H 6.4270 -0.3319 4.3991 -0.38 0.12 0.00 0.075
H 6.7833 -2.0877 4.3286 -1.27 0.92 0.24 0.105
C -0.6717 3.3304 4.6068 -0.51 0.98 1.47 -0.331
O 0.5134 3.3651 4.9055 -0.17 -0.61 -0.60 -0.012
N -1.5578 4.2468 5.1510 0.33 -1.19 0.39 -0.185
C -2.9439 4.3291 4.7325 -0.07 0.47 -0.68 -0.069
C -1.1128 5.1109 6.2649 -0.21 1.59 -2.14 -0.033
H -1.1569 2.5650 3.9657 0.23 0.35 -0.02 0.124
H -3.2826 3.5004 4.0977 0.55 0.14 0.02 0.078
H -3.0969 5.2754 4.2010 0.02 -0.10 -0.32 0.089
H -3.6549 4.4000 5.5347 -0.03 -0.23 0.92 0.073
H -0.0657 4.9137 6.4734 -0.16 -0.19 0.18 0.075
H -1.1798 6.1864 5.8861 0.13 -1.13 0.63 0.109
H -1.7717 5.0417 7.1194 -0.06 -0.32 0.24 0.078
C 2.5740 2.9898 -0.9726 0.47 -0.65 0.95 -0.287
O 1.4102 2.6047 -1.0503 0.26 0.83 0.03 -0.016
N 3.6220 2.3077 -1.5131 -0.23 1.21 0.71 -0.169
C 4.9270 2.9430 -1.5540 -1.14 0.94 0.53 -0.033
C 3.2966 1.2718 -2.3842 -0.88 -1.51 -2.29 -0.079
H 2.9598 3.8069 -0.3245 -0.72 0.02 -0.43 0.120
H 5.7012 2.2533 -1.3933 1.02 -1.16 0.13 0.073
H 4.9530 3.6558 -0.7287 0.08 0.08 -0.04 0.080
H 5.1175 3.4876 -2.4680 -0.06 0.05 -0.49 0.092
H 2.2388 0.9985 -2.3274 0.25 0.13 0.42 0.080
H 3.4016 1.5560 -3.4307 0.22 0.32 -0.32 0.093
H 3.8616 0.3569 -2.3128 0.54 -0.27 0.61 0.086
C -6.2162 -1.4388 5.6211 -0.33 2.21 1.28 -0.348
O -6.0719 -2.3250 4.8205 0.11 -0.68 -0.38 0.025
N -6.0157 -1.5083 6.9636 -0.43 0.72 -0.41 -0.182
C -6.3186 -0.3571 7.8555 -0.46 -1.12 0.15 -0.040
C -5.7303 -2.8201 7.5195 -1.20 1.89 2.11 -0.032
H -6.5230 -0.3844 5.3835 0.11 -0.61 -0.46 0.147
H -6.7815 0.5018 7.3915 -0.55 -0.28 -0.80 0.079
H -5.4312 0.0976 8.2404 0.91 -0.22 0.62 0.064
H -6.9791 -0.6897 8.6860 0.49 0.22 -0.50 0.103
H -5.0975 -3.3201 6.8739 1.72 -1.04 -0.93 0.053
H -5.3858 -2.6442 8.5594 0.27 -0.53 -0.75 0.107
H -6.6371 -3.3892 7.5740 -0.65 -0.45 0.12 0.090
C -1.5295 -0.3540 4.3807 -1.54 -0.91 -0.93 -0.201
O -2.5749 -0.3626 3.6366 1.33 0.02 2.22 -0.110
N -1.5852 -0.4114 5.7133 1.86 0.01 -1.24 -0.133
C -0.3157 -0.4310 6.4672 0.38 0.34 0.28 -0.012
C -2.8463 -0.5480 6.3472 -0.80 1.27 1.30 -0.042
H -0.5635 -0.4460 3.8833 0.22 0.42 0.40 0.128
H -0.0826 -1.3877 6.9588 -0.61 0.15 -0.20 0.091
H -0.3165 0.3708 7.2317 -0.07 -0.35 -0.45 0.101
H 0.5319 -0.2714 5.7835 -0.52 0.11 0.10 0.084
H -3.3916 -1.3423 5.9017 -0.69 -0.61 -0.43 0.071
H -2.7506 -0.7266 7.4173 0.40 -0.29 -0.05 0.101
H -3.4233 0.3961 6.3117 0.08 -0.42 -0.40 0.110
C -2.8681 2.8764 0.8905 -0.88 1.27 0.23 -0.315
O -3.0185 2.2735 1.9665 0.68 0.20 -0.78 -0.046
N -1.8381 3.6836 0.5607 -1.14 -1.23 -0.02 -0.153
C -1.9263 4.5996 -0.5576 -1.81 0.89 0.63 -0.046
C -0.7237 3.7990 1.4853 1.12 0.81 -2.59 -0.002
H -3.7044 2.9101 0.1484 0.54 -0.18 0.26 0.154
H -2.9071 4.4666 -1.0702 0.44 0.29 0.60 0.105
H -1.2153 4.4804 -1.3222 1.43 -0.60 -0.62 0.046
H -1.8009 5.6415 -0.1709 -0.33 -0.71 -0.40 0.112
H -0.2487 2.8168 1.5313 0.04 0.18 0.59 0.083
H -0.0313 4.5015 0.8987 -0.54 -0.82 1.54 0.114
H -1.1182 4.1876 2.4019 0.35 0.26 0.59 0.069
C -1.9802 0.8515 -1.0459 1.45 0.51 -1.67 -0.284
O -2.8195 0.4314 -0.2603 -0.82 -0.74 0.38 -0.073
N -2.1364 0.8425 -2.3765 1.00 1.06 0.49 -0.109
C -3.3968 0.5041 -3.0212 1.14 -0.46 0.69 0.003
C -1.0859 1.5372 -3.1786 -1.73 0.92 0.35 0.007
H -0.9918 1.2827 -0.7244 -0.86 -0.38 -0.06 0.143
H -4.0885 0.1727 -2.2895 -0.38 -0.99 0.75 0.086
H -3.2349 -0.1985 -3.8280 -0.09 0.02 -0.18 0.076
H -3.8253 1.4082 -3.3076 -0.69 1.61 -1.33 0.077
H -0.7449 0.8545 -3.9065 0.69 -0.65 -0.74 0.051
H -1.4723 2.4530 -3.6992 -0.14 -0.84 0.41 0.111
H -0.3251 1.9072 -2.5163 0.59 -0.20 0.26 0.053
C -5.1645 -2.0044 1.9963 1.59 1.31 -0.08 -0.282
O -4.5480 -0.9619 1.6980 0.23 -0.06 -0.17 -0.057
N -4.6213 -3.1539 2.3180 -1.40 -1.87 -0.33 -0.151
C -5.5777 -4.2451 2.6230 2.35 -1.60 1.73 -0.044
C -3.2185 -3.5302 2.2845 -0.56 -0.88 1.17 -0.001
H -6.2332 -1.9729 2.0308 -0.75 -0.09 0.01 0.140
H -6.5436 -4.0332 2.2340 -0.86 0.38 0.29 0.073
H -5.4928 -4.4690 3.7619 -0.78 0.53 -1.96 0.115
H -5.2535 -5.2041 2.1305 -0.09 1.03 0.20 0.096
H -3.1691 -4.6139 2.0317 0.07 0.89 -0.29 0.107
H -2.6930 -2.8989 1.6046 0.65 0.24 -0.38 0.061
H -2.8101 -3.4843 3.3098 0.06 0.35 -0.45 0.084